Below is an isolated ion of composition C10H20F3INO and charge +1 in a non-equilibrium geometry, with properties calculated with wB97M-V/def2-TZVPD.

CARTESIAN COORDINATES (ANGSTROEM)
C  3.8409  1.5136  -0.6021
C  3.9484  0.3618  0.6060
I  3.9629  1.2814  2.5951
C  2.8804  -0.8659  0.4136
N  1.5283  -0.6535  1.0561
O  0.6018  -0.9341  0.0844
C  -0.4080  0.1548  0.0178
C  -1.7040  -0.5010  -0.8014
C  -1.3077  -0.9491  -2.3280
C  -3.0389  0.4506  -0.7856
C  -4.2098  -0.1539  0.2233
C  -2.7819  2.0012  -0.3191
C  1.2273  -1.6751  2.1730
F  2.0987  -1.5206  3.3604
F  1.4083  -3.0927  1.7023
F  -0.1896  -1.5939  2.6519
H  4.7510  1.3369  -1.3509
H  2.8683  1.3280  -1.2489
H  3.9175  2.6066  -0.1803
H  5.0324  -0.1157  0.4560
H  2.7030  -0.9698  -0.7621
H  3.4306  -1.8556  0.7336
H  1.3249  0.3303  1.3510
H  -0.0555  1.0982  -0.5779
H  -0.8417  0.4239  1.0953
H  -1.9957  -1.5019  -0.2231
H  -1.6755  -2.0501  -2.5464
H  -1.8266  -0.2481  -3.1147
H  -0.1378  -0.8795  -2.4180
H  -3.5232  0.4636  -1.8663
H  -3.6916  -0.4708  1.2366
H  -4.6762  -1.0871  -0.3501
H  -5.1011  0.6063  0.3682
H  -1.7844  2.4766  -0.7043
H  -2.9152  2.0374  0.8548
H  -3.6600  2.6472  -0.8002

Atomic forces in eV per Å
C 0.305 -0.540 -0.378
C 1.106 -0.257 -1.946
I -0.224 -0.497 -0.908
C 3.589 -0.108 -1.664
N 0.176 -1.348 0.715
O -1.994 0.909 -0.817
C -3.374 0.363 -0.632
C -0.357 -1.030 0.128
C 0.148 0.105 0.214
C -0.884 0.623 0.338
C 0.330 -0.464 -1.151
C -1.048 -0.025 -0.361
C -1.063 -3.976 4.396
F -3.130 -0.241 -4.697
F -0.531 5.686 1.284
F 5.311 0.181 -2.098
H -1.976 0.419 1.718
H 1.836 0.655 1.467
H -0.350 -2.291 -0.901
H -2.598 0.868 0.639
H 0.013 0.247 2.785
H -1.705 1.921 -0.136
H 0.800 -0.494 0.621
H -0.068 -1.878 1.277
H 1.338 -0.555 -2.134
H 0.792 2.195 -1.034
H 0.909 2.313 0.507
H 1.219 -1.291 1.578
H -2.297 -0.312 -0.206
H 1.283 -0.084 2.176
H -1.364 0.641 -1.964
H 1.049 1.773 1.593
H 2.057 -1.435 -0.123
H -1.812 -0.931 0.893
H 0.584 0.200 -2.389
H 1.936 -1.342 1.212

Energy relative to the best compared isomer or geometry (same formula, charge and spin) (eV): 5.852
Highest occupied orbital energy (eV): -13.25
Total charge: +1
Multiplicity: 1
Electronic energy (eV): -30470.458
Structure (SMILES): CC(C)[C@@H](C)CO[N@H+](C[C@@H](C)I)C(F)(F)F
HOMO-LUMO gap (eV): 10.0
LUMO energy (eV): -3.275

Results of the Löwdin charge analysis, in e, for atoms 1 through 6: -0.1566, -0.7202, 0.8549, -0.1293, -0.0399, -0.1167